The following is a DFT calculation (ωB97M-V with the def2-TZVPD basis set) of a molecular structure, C34H54BrN4SiTi.

Calculated values
- 2S+1: 3
- Largest force on an atom: 0.6 eV/A
- E: -5259.83658 hartree
- Frontier orbital gap (alpha / beta): 6.55 / 7.59 eV
- Relative energy (zero: lowest compared OMol25 entry of this formula, charge and spin): 52.4 kJ/mol
- Net charge: +1
- LUMO (alpha / beta): -2.30 / -2.43 eV

```
95
C34H54BrN4SiTi (ωB97M-V with the def2-TZVPD basis set)
Ti -1.7659 1.0354 -0.4723
C -3.4555 -0.6037 -2.4001
N -2.8821 -1.0454 -1.1079
C -2.1933 -2.3163 -1.4011
C -1.6316 -3.0940 -0.2362
C -1.3575 -4.4463 -0.4131
C -0.7924 -5.1545 0.6310
C -0.5357 -4.4967 1.8248
C -0.8557 -3.1529 1.9101
N -1.3844 -2.4593 0.9027
C -3.9416 -1.2132 -0.0870
C -3.5220 -0.7492 1.2828
C -4.0867 -1.2946 2.4215
C -3.6869 -0.8333 3.6642
C -2.7255 0.1622 3.7265
C -2.2249 0.6666 2.5428
N -2.6181 0.2382 1.3366
C -4.1572 0.7198 -2.3017
C -5.3837 0.9528 -2.8915
C -5.9367 2.2233 -2.8095
C -5.2408 3.2136 -2.1373
C -4.0309 2.8941 -1.5481
N -3.5040 1.6657 -1.6062
H -4.1387 -1.3552 -2.8184
H -2.6197 -0.4935 -3.0996
H -1.3753 -2.0941 -2.0922
H -2.8898 -2.9773 -1.9354
H -1.5802 -4.9300 -1.3557
H -0.5636 -6.2059 0.5202
H -0.1056 -5.0135 2.6707
H -0.6816 -2.5976 2.8250
H -4.2893 -2.2503 -0.0363
H -4.8076 -0.6099 -0.3794
H -4.8165 -2.0887 2.3339
H -4.1083 -1.2534 4.5674
H -2.3732 0.5452 4.6732
H -1.4773 1.4516 2.5348
H -5.8922 0.1559 -3.4168
H -6.8923 2.4329 -3.2694
H -5.6278 4.2193 -2.0655
H -3.4505 3.6334 -1.0117
C -2.3556 4.0444 1.4833
C -1.1999 4.2514 0.4844
C 0.0076 4.7932 1.2529
C -0.8159 3.0013 -0.3426
H -1.9738 3.6867 2.4434
H -3.0893 3.3101 1.1343
H -2.8843 4.9787 1.6837
H -1.5127 5.0504 -0.1981
H 0.3940 4.0215 1.9261
H -0.2581 5.6643 1.8557
H 0.8090 5.0802 0.5705
H 0.2599 2.8271 -0.2259
H -0.9071 3.2522 -1.4199
C 3.0511 1.1841 -2.7569
C 3.7224 0.0014 -2.0407
C 5.2110 0.3312 -1.8204
C 3.6335 -1.1959 -2.9982
Si 2.9045 -0.3940 -0.3506
Br 0.6034 -0.3770 -0.8579
C 3.1381 0.9501 1.0053
C 3.2078 2.3607 0.4015
C 4.4580 0.7008 1.7577
C 1.9807 0.9749 2.0199
C 3.1366 -2.2083 0.2553
C 4.6329 -2.5650 0.2519
C 2.5925 -2.4001 1.6776
C 2.3904 -3.2323 -0.6192
H 3.5539 1.3422 -3.7154
H 3.1182 2.1101 -2.1976
H 1.9998 0.9848 -2.9656
H 5.6872 0.4828 -2.7926
H 5.7429 -0.4753 -1.3172
H 5.3521 1.2430 -1.2435
H 4.0521 -0.9026 -3.9647
H 2.6019 -1.5099 -3.1655
H 4.2072 -2.0488 -2.6430
H 4.0969 2.5083 -0.2074
H 3.2511 3.0869 1.2188
H 2.3291 2.5955 -0.1970
H 5.3165 0.6658 1.0876
H 4.4414 -0.2209 2.3365
H 4.6241 1.5229 2.4588
H 1.0426 1.2640 1.5462
H 2.2053 1.7273 2.7823
H 1.8357 0.0287 2.5272
H 5.2337 -1.8660 0.8334
H 5.0377 -2.6023 -0.7577
H 4.7641 -3.5575 0.6914
H 3.1610 -1.8476 2.4213
H 2.6619 -3.4607 1.9387
H 1.5422 -2.1114 1.7459
H 2.6772 -3.1964 -1.6653
H 1.3111 -3.0992 -0.5548
H 2.6190 -4.2367 -0.2490
```

These are the Löwdin partial charges, in e, on atoms 1 to 2: 0.676, -0.135

---

The following is a DFT calculation (ωB97M-V with the def2-TZVPD basis set) of a molecular structure, C34H54GeN3O5PbSSi2 in a non-equilibrium geometry.

Calculated values
- Largest force on an atom: 1.0 eV/A
- E: -5115.59088 hartree
- Frontier orbital gap: 6.96 eV
- Relative energy (zero: lowest compared OMol25 entry of this formula, charge and spin): 0.0 kJ/mol
- Net charge: -1
- LUMO: 2.34 eV

```
101
C34H54GeN3O5PbSSi2 (ωB97M-V with the def2-TZVPD basis set)
Pb -0.5941 0.8152 0.9796
O -0.4406 4.5137 -0.1273
C 0.8861 4.9708 0.0318
C 1.9094 4.0901 -0.6807
N 2.0166 2.7353 -0.1399
C 2.8748 1.9048 -0.9883
C 2.4250 1.8229 -2.4468
O 3.1764 2.0771 -3.3590
O 1.1523 1.4999 -2.6902
C 2.4897 2.7317 1.2490
C 1.4601 3.0535 2.3832
O 1.8482 3.8423 3.2383
O 0.3139 2.4761 2.4097
H -0.5793 3.7681 0.4777
H 1.1411 5.0821 1.0879
H 0.9302 5.9602 -0.4313
H 2.8888 4.6018 -0.6573
H 1.6025 4.0092 -1.7265
H 2.8989 0.8978 -0.5583
H 3.9028 2.2901 -1.0394
H 3.3160 3.4447 1.3670
H 2.8536 1.7299 1.4892
C -6.6995 0.1757 5.4104
Si -5.1201 -0.3030 4.4675
C -5.4935 -1.8565 3.4553
C -3.7746 -0.6136 5.7549
C -4.6392 1.1428 3.3559
C -5.3811 2.3154 3.2883
C -4.9574 3.3907 2.5184
C -3.7528 3.2704 1.8521
N -3.0241 2.1626 1.8832
C -3.4492 1.1048 2.5875
S -2.4372 -0.3171 2.5324
H -6.9904 -0.6262 6.0912
H -7.5387 0.3617 4.7367
H -6.5491 1.0776 6.0072
H -5.8892 -2.6538 4.0883
H -4.5786 -2.2128 2.9857
H -6.2223 -1.6576 2.6671
H -4.0616 -1.4056 6.4501
H -3.5683 0.2891 6.3326
H -2.8501 -0.9081 5.2629
H -6.3081 2.3942 3.8471
H -5.5501 4.2923 2.4386
H -3.3445 4.0831 1.2594
N -1.9099 -2.5496 -0.3669
H -1.9378 -3.5428 -0.1618
H -0.9264 -2.3100 -0.4637
H -2.2299 -2.0759 0.4778
C 2.6716 -0.9731 -7.2999
C 3.0507 0.3588 -7.2117
C 2.4238 1.2020 -6.3078
C 1.4024 0.7370 -5.4800
C 1.0451 -0.6101 -5.5680
C 1.6747 -1.4587 -6.4660
Si 0.5663 1.8792 -4.2429
C -1.2880 1.6711 -4.1881
C -1.8797 0.4608 -3.8273
C -3.2579 0.3178 -3.7982
C -4.0726 1.3856 -4.1406
C -3.5018 2.5973 -4.5024
C -2.1236 2.7364 -4.5267
H 3.1514 -1.6338 -8.0110
H 3.8435 0.7401 -7.8435
H 2.7451 2.2335 -6.2244
H 0.2694 -1.0060 -4.9226
H 1.3886 -2.5018 -6.5118
H 0.9234 3.2858 -4.4984
H -1.2702 -0.3914 -3.5602
H -3.6894 -0.6250 -3.4852
H -5.1497 1.2793 -4.1062
H -4.1329 3.4425 -4.7484
H -1.6866 3.6888 -4.8064
C 5.4262 -3.8210 3.0192
C 4.6828 -2.6700 2.3463
C 3.6950 -1.9872 3.2900
C 2.9327 -0.8365 2.6218
Ge 1.1742 -1.2742 1.7229
C 1.7398 -2.5095 0.1951
C 1.5359 -3.9832 0.5322
C 1.8576 -4.9473 -0.6134
C 3.3514 -5.0219 -0.9232
H 6.1434 -4.2826 2.3380
H 4.7186 -4.5870 3.3427
H 5.9651 -3.4684 3.9009
H 4.1450 -3.0482 1.4744
H 5.4046 -1.9281 1.9913
H 4.2555 -1.6073 4.1522
H 2.9854 -2.7326 3.6637
H 3.5984 -0.3511 1.8988
H 2.7002 -0.0747 3.3716
H 0.7018 -2.3876 2.7069
H 2.7869 -2.3112 -0.0483
H 1.1708 -2.2656 -0.7113
H 0.4921 -4.1272 0.8276
H 2.1471 -4.2400 1.4042
H 1.3141 -4.6343 -1.5106
H 1.5008 -5.9467 -0.3441
H 3.7214 -4.0548 -1.2650
H 3.5517 -5.7570 -1.7043
H 3.9092 -5.3059 -0.0282
```

These are the Löwdin partial charges, in e, on atoms 1 to 2: 0.863, -0.072

---

The following is a DFT calculation (ωB97M-V with the def2-TZVPD basis set) of a molecular structure, C34H54N4P2Si2Zr in a non-equilibrium geometry.

Calculated values
- Largest force on an atom: 7.1 eV/A
- E: -2854.98034 hartree
- Frontier orbital gap: 5.75 eV
- Relative energy (zero: lowest compared OMol25 entry of this formula, charge and spin): 183.2 kJ/mol
- Net charge: +2
- LUMO: -7.70 eV

```
97
C34H54N4P2Si2Zr (ωB97M-V with the def2-TZVPD basis set)
Zr -0.1939 1.2184 -1.5868
C -2.1101 1.5500 -5.5622
C -1.8722 0.2275 -5.6305
C -0.7526 -0.3998 -6.4088
C 0.5541 0.4310 -6.3461
C 0.7546 1.0692 -4.9980
C 0.3359 2.2624 -4.5352
C -0.3396 3.2624 -5.4443
C -1.3941 2.5906 -6.3620
C 1.3797 2.3164 -0.3359
H -3.0361 1.9236 -5.1129
H -2.6593 -0.4869 -5.3552
H -1.0495 -0.5273 -7.4702
H -0.5594 -1.4207 -6.0338
H 1.3925 -0.2630 -6.5541
H 0.5797 1.1508 -7.1795
H 1.4778 0.4898 -4.4276
H 0.7933 2.7245 -3.6461
H 0.3835 3.7961 -6.0842
H -0.8312 4.0359 -4.8344
H -2.1115 3.3619 -6.6900
H -0.9349 2.2022 -7.2885
H 1.0228 3.0200 0.4380
H 2.0360 2.9101 -0.9951
H 2.0585 1.6151 0.1971
P 1.3616 -0.8301 -2.3069
P -1.6756 -2.0795 -1.7410
N 2.9797 0.0148 -3.0252
N 2.4116 -1.9497 -1.4504
N -2.3517 -0.4797 -2.3003
N -3.2638 -2.7667 -1.6554
C 0.5889 -1.9176 -3.5768
C -0.8235 -2.5575 -3.2787
C 3.1200 1.4025 -3.0990
C 4.2667 1.7277 -3.7955
C 4.8986 0.5010 -4.1401
C 4.0880 -0.5309 -3.6724
C 3.3296 -1.5025 -0.4805
C 4.1199 -2.5776 -0.0887
C 3.6848 -3.7260 -0.8312
C 2.6367 -3.3194 -1.6442
C -3.3057 0.2666 -1.5842
C -3.0739 1.6205 -1.8111
C -2.0425 1.7581 -2.8027
C -1.6418 0.4195 -3.0788
C -4.3294 -2.6223 -2.5589
C -5.5013 -3.0217 -1.9396
C -5.1697 -3.3566 -0.5740
C -3.8128 -3.1608 -0.4131
H 1.2906 -2.7369 -3.8194
H 0.5012 -1.3114 -4.4947
H -1.4947 -2.4161 -4.1438
H -0.6717 -3.6531 -3.1668
H 2.3798 2.0661 -2.6722
H 4.6032 2.7304 -4.0411
H 5.8328 0.3859 -4.6713
H 4.2365 -1.6037 -3.7185
H 3.3330 -0.4688 -0.1871
H 4.9089 -2.5284 0.6421
H 4.0980 -4.7202 -0.7882
H 2.0234 -3.8724 -2.3400
H -4.0952 -0.2226 -1.0432
H -3.6042 2.4307 -1.3414
H -1.8395 2.6631 -3.3685
H -0.8448 0.0760 -3.7348
H -4.1364 -2.2800 -3.5700
H -6.4846 -3.0609 -2.3769
H -5.8451 -3.6850 0.2022
H -3.1702 -3.2887 0.4522
C -0.6065 1.8600 3.1390
Si -1.6344 1.5954 1.5682
C -3.4003 1.2707 2.0798
C -1.6434 3.2857 0.7573
C -0.9474 0.1870 0.4271
Si -0.2691 -1.2200 1.6211
C -1.5160 -1.6438 2.9777
C 0.0254 -2.8937 0.7993
C 1.3942 -0.7968 2.3481
H -1.0169 2.7536 3.6403
H 0.4511 2.0645 2.9141
H -0.6421 1.0370 3.8689
H -3.7434 2.1068 2.7071
H -4.0765 1.2221 1.2206
H -3.5578 0.3545 2.6573
H -0.9869 3.4605 -0.1079
H -2.6662 3.5341 0.4504
H -1.3367 3.9980 1.5384
H -1.8958 -0.3368 0.2072
H -2.5295 -1.8018 2.5822
H -1.2201 -2.5907 3.4654
H -1.5993 -0.8941 3.7738
H 0.6450 -2.7966 -0.0952
H 0.5829 -3.5513 1.4849
H -0.8894 -3.4277 0.5142
H 2.1375 -0.6310 1.5647
H 1.3906 0.0845 2.9893
H 1.7518 -1.6417 2.9516
```

These are the Löwdin partial charges, in e, on atoms 1 to 2: 1.522, -0.123

---

The following is a DFT calculation (ωB97M-V with the def2-TZVPD basis set) of 10 unconnected molecules or ions with the total composition C34H54O26S3 in a non-equilibrium geometry.

Calculated values
- Largest force on an atom: 3.3 eV/A
- E: -4478.71455 hartree
- Frontier orbital gap: 9.20 eV
- Relative energy (zero: lowest compared OMol25 entry of this formula, charge and spin): 0.0 kJ/mol
- LUMO: -0.41 eV

```
117
C34H54O26S3 (ωB97M-V with the def2-TZVPD basis set)
O 1.4419 -5.8793 4.0890
S 0.3892 -6.0876 3.1697
O -0.4374 -7.2251 3.2811
O -0.5490 -4.7976 3.1218
C -0.0829 -3.8676 2.1930
C 0.9808 -4.5708 1.3079
O 0.9327 -5.9449 1.6818
H -0.9039 -3.3953 1.6567
H 0.4857 -2.9889 2.5278
H 1.9929 -4.1740 1.3738
H 0.7405 -4.4818 0.2489
O 3.1864 1.9010 -5.5127
S 3.1938 3.1227 -4.7893
O 4.2415 4.0550 -4.9113
O 1.7838 3.8549 -4.9651
C 0.8500 3.3974 -3.9776
C 1.7169 3.3423 -2.7292
O 2.9160 2.7867 -3.2335
H 0.0699 4.1518 -3.9002
H 0.4326 2.4520 -4.3267
H 1.1687 2.7624 -1.9910
H 1.8886 4.3391 -2.3255
O 0.0436 -6.7331 -3.9445
S 0.2430 -5.4056 -3.4938
O 1.4286 -4.7335 -3.8744
O -1.0702 -4.5448 -3.7634
C -2.0455 -4.8461 -2.7476
C -1.3101 -5.5699 -1.6045
O 0.0987 -5.3522 -1.9061
H -2.5018 -3.9087 -2.4492
H -2.8097 -5.5132 -3.1448
H -1.6134 -6.5814 -1.3561
H -1.3163 -4.9814 -0.6827
O 0.4154 -0.4111 1.5946
C 0.0079 -0.4704 0.4645
C -0.2530 0.6985 -0.4776
C -1.0138 0.0150 -1.5754
C -0.7732 -1.4759 -1.4631
O -0.2796 -1.6504 -0.1128
H -0.6424 1.5481 0.0673
H 0.7405 0.9062 -0.8998
H -2.0989 0.1306 -1.4440
H -0.9301 0.3418 -2.6112
H -1.6563 -2.0288 -1.7497
H 0.0806 -1.6604 -2.1160
O -3.7034 -1.4696 -0.2824
C -4.5555 -0.6313 -0.3333
C -4.4035 0.8268 0.0389
C -5.8712 1.3006 0.1828
C -6.6329 0.2899 -0.6716
O -5.8171 -0.9056 -0.7034
H -3.8908 0.9854 0.9815
H -3.9480 1.3864 -0.7757
H -6.2256 1.3076 1.2079
H -5.9643 2.2794 -0.2864
H -7.5465 -0.0314 -0.1716
H -6.8947 0.5860 -1.6848
O 4.2417 -5.1846 3.4894
C 4.0797 -4.0597 3.1379
C 3.3606 -2.9475 3.8696
C 3.1281 -1.8989 2.7499
C 3.9014 -2.3958 1.5306
O 4.4414 -3.6716 1.8847
H 2.3864 -3.2797 4.2222
H 3.8784 -2.4953 4.7100
H 2.0741 -1.7172 2.5591
H 3.5496 -0.9265 3.0176
H 3.2641 -2.4903 0.6478
H 4.7226 -1.7411 1.2394
O 0.2409 -2.3918 5.0268
C -0.1462 -1.2857 4.8022
C 0.6120 -0.0366 4.3862
C -0.3868 1.0586 4.7648
C -1.7255 0.3855 4.5702
O -1.4838 -1.0120 4.7659
H 1.5759 0.1033 4.8619
H 0.7082 -0.1207 3.2996
H -0.2536 1.2832 5.8258
H -0.2373 1.9764 4.1991
H -2.4949 0.7003 5.2767
H -2.1805 0.5366 3.5857
O -1.6888 3.8079 0.0290
C -1.8439 4.9719 -0.2064
C -2.9571 5.8803 0.2523
C -2.5358 7.2762 -0.1809
C -1.4031 6.9979 -1.2249
O -0.9810 5.6306 -1.0068
H -3.8621 5.5044 -0.2275
H -3.0696 5.7883 1.3304
H -3.2743 7.7768 -0.8067
H -2.2163 7.9280 0.6235
H -1.8014 7.0315 -2.2328
H -0.5634 7.6384 -0.9790
O -0.3693 -0.9445 -4.6588
C 0.8237 -1.0101 -4.6175
C 1.7454 -1.7153 -5.5801
C 3.1692 -1.3815 -5.1159
C 2.9284 -0.6683 -3.7781
O 1.5392 -0.4307 -3.6097
H 1.5089 -2.7650 -5.3778
H 1.4346 -1.4833 -6.5939
H 3.7474 -2.2965 -5.0608
H 3.5593 -0.6730 -5.8424
H 3.3689 -1.1968 -2.9308
H 3.4846 0.2616 -3.8390
O 2.4914 3.1332 0.3281
C 2.1504 3.3026 1.4564
C 0.8351 2.9973 2.1444
C 1.1257 3.3208 3.5972
C 2.1159 4.4987 3.4361
O 2.8229 4.1925 2.2450
H 0.0103 3.6127 1.7884
H 0.5472 1.9531 2.0108
H 0.2636 3.6663 4.1704
H 1.6013 2.5313 4.1809
H 1.5307 5.4203 3.3600
H 2.7761 4.6039 4.2928
```

These are the Löwdin partial charges, in e, on atoms 1 to 2: -0.196, 0.594